[1]
# C3H3NO2

A structure of composition C3H3NO2 at a distorted geometry (ωB97M-V with the def2-TZVPD basis set, the OMol25 dataset).

The value obtained for the LUMO energy is 0.751 eV. The value obtained for the energy above the lowest of the compared OMol25 structures with the same formula, charge and spin is 211.4 kJ/mol. As for the gap between HOMO and LUMO: 11.1577 eV. For the molecular weight, the calculation gives 85.1 g/mol.

Each line ends with the Löwdin charge.
Cartesian coordinates (Å):
O (-1.463382, -0.253295, 1.353091)  0.14
C (1.002818, -0.818811, 0.074555)  -0.19
O (0.377628, -0.358012, -1.052135)  -0.02
C (-0.420228, 0.755965, -0.582119)  -0.05
C (-0.501034, 0.234775, 0.841813)  -0.45
N (0.808724, -0.236884, 1.191048)  0.17
H (1.472358, -1.787566, -0.024517)  0.15
H (0.114364, 1.701737, -0.728273)  0.13
H (-1.391249, 0.762090, -1.073461)  0.13

Atomic forces in eV per Å
-0.3 1.1 0.4
0.4 -0.1 -0.1
0.1 -0.1 -0.1
-0.1 0.0 0.0
-0.7 -0.1 0.1
-0.3 -0.7 -0.2
0.7 0.3 -0.4
-0.1 -0.2 0.1
0.2 -0.1 0.0



[2]
# CH2N2O2

A cluster of 2 separate species, CH2N2O2 in total at a distorted geometry (ωB97M-V with the def2-TZVPD basis set, the OMol25 dataset).

The value obtained for the LUMO energy (alpha / beta) is -0.827 / -0.819 eV. The value obtained for the energy above the lowest of the compared OMol25 structures with the same formula, charge and spin is 506.3 kJ/mol. As for the gap between HOMO and LUMO (alpha / beta): 8.3790 / 8.3906 eV. For the molecular weight, the calculation gives 74.0 g/mol.

Each line ends with the Löwdin charge.
Cartesian coordinates (Å):
C (-0.717768, 0.480401, 0.045278)  -0.51
N (1.572595, -0.075197, -0.355316)  0.15
N (-0.556220, -0.785737, 0.046720)  0.06
O (0.234235, 1.280739, -0.061508)  -0.09
O (2.450033, -0.384221, 0.277415)  0.18
H (-1.793986, 1.043679, 0.119346)  0.15
H (-1.188886, -1.559662, -0.071934)  0.05

Atomic forces in eV per Å
-4.0 0.3 -0.2
1.6 -1.7 -1.1
1.7 -0.5 0.3
1.6 1.1 1.2
-2.3 1.4 0.0
2.0 -1.4 -0.3
-0.6 0.7 0.2



[3]
# C16H16Cl24N3O

A cluster of 7 separate species, C16H16Cl24N3O in total at a distorted geometry (ωB97M-V with the def2-TZVPD basis set, the OMol25 dataset).

The value obtained for the LUMO energy is -4.840 eV. As for the gap between HOMO and LUMO: 7.1809 eV. For the molecular weight, the calculation gives 1117.2 g/mol. The net charge is +1.

Each line ends with the Löwdin charge.
Cartesian coordinates (Å):
C (-3.948261, -1.634257, 4.714275)  -0.07
C (-2.950850, -0.517066, 4.172345)  -0.25
N (-1.934606, -1.077965, 3.266236)  -0.11
C (-1.106131, -0.011609, 2.636134)  -0.16
C (-1.909914, 0.594939, 1.429047)  -0.11
C (-1.179987, 1.776261, 0.736465)  -0.14
C (-1.201818, 1.943273, -0.728082)  0.01
C (-0.473406, 3.140227, -1.236381)  -0.23
N (0.147164, 4.052263, -0.464776)  0.05
N (0.133247, 3.817741, 0.813328)  -0.01
C (-0.433639, 2.801194, 1.506162)  0.04
C (-1.094273, -2.078588, 3.908445)  -0.45
C (-0.595190, -2.018245, 5.385442)  -0.02
O (-0.776727, -3.043462, 3.257731)  0.11
H (-3.442533, -2.384686, 5.364350)  0.07
H (-4.748088, -1.114563, 5.295158)  0.08
H (-4.400652, -2.099387, 3.798736)  0.09
H (-2.515690, -0.034225, 5.096168)  0.11
H (-3.612053, 0.249419, 3.687314)  0.11
H (-0.835808, 0.730023, 3.434245)  0.12
H (-0.201094, -0.549545, 2.235568)  0.15
H (-2.865898, 1.013490, 1.850026)  0.13
H (-2.210446, -0.183014, 0.685694)  0.14
H (-1.717354, 1.234108, -1.406526)  0.13
H (-0.474259, 3.314945, -2.353381)  -0.05
H (0.612636, 4.517310, 1.394744)  0.19
H (-0.346395, 2.750812, 2.608718)  0.15
H (-0.793758, -1.034830, 5.891306)  0.08
H (-1.047868, -2.844443, 5.997153)  0.08
H (0.528770, -2.174888, 5.460140)  0.06
C (-0.217880, 2.237266, -5.776547)  -1.97
Cl (0.573790, 0.655438, -5.766464)  0.51
Cl (-0.653682, 2.696345, -4.105876)  0.61
Cl (0.880986, 3.447977, -6.449804)  0.52
Cl (-1.684969, 2.155530, -6.761272)  0.55
C (-0.522918, -3.345203, -5.524786)  -2.02
Cl (-1.643997, -2.233928, -6.331622)  0.51
Cl (-0.298102, -4.786916, -6.525694)  0.54
Cl (1.040632, -2.540327, -5.287478)  0.48
Cl (-1.187197, -3.814805, -3.950233)  0.51
C (1.978681, 5.174481, -9.934788)  -2.04
Cl (2.831670, 5.271250, -8.381542)  0.49
Cl (0.467292, 6.093665, -9.834590)  0.52
Cl (3.000546, 5.852205, -11.210956)  0.53
Cl (1.616568, 3.479232, -10.303071)  0.51
C (2.167157, -3.795662, -1.273153)  -2.03
Cl (1.052893, -5.169971, -1.318654)  0.53
Cl (3.104810, -3.843753, 0.230059)  0.52
Cl (3.267268, -3.877690, -2.657454)  0.52
Cl (1.245945, -2.280544, -1.344371)  0.46
C (3.285382, 1.662611, -0.860806)  -1.97
Cl (4.084019, 2.963050, 0.041447)  0.54
Cl (3.634488, 1.837355, -2.586140)  0.56
Cl (3.871617, 0.096309, -0.287859)  0.54
Cl (1.525399, 1.762203, -0.603437)  0.70
C (2.394973, -3.767302, 7.674454)  -2.04
Cl (3.574165, -4.381264, 8.842384)  0.54
Cl (0.778596, -4.356049, 8.102182)  0.53
Cl (2.408402, -1.991050, 7.699963)  0.51
Cl (2.818344, -4.335688, 6.050323)  0.52

Atomic forces in eV per Å
0.3 0.8 -1.0
-1.1 -0.4 1.6
0.1 1.1 0.8
-0.1 -1.3 -0.5
0.1 1.0 0.5
0.4 0.9 -1.4
1.2 2.3 2.8
-2.0 -0.8 0.5
-1.5 -0.7 -1.2
-0.6 -0.5 2.5
-1.3 -1.4 -2.4
0.5 -1.4 0.3
0.3 0.7 0.5
0.1 0.7 0.1
-0.4 0.5 -0.6
0.6 -0.5 -0.4
0.3 0.1 1.1
-0.1 -0.1 -0.9
0.9 -0.7 0.1
0.0 -0.2 -0.9
-0.6 0.8 0.4
0.8 -0.3 -0.5
0.5 0.6 0.7
0.5 0.6 0.5
0.4 0.3 2.5
-0.1 -0.2 -0.6
0.1 0.3 -1.0
0.0 -0.9 -0.4
0.3 0.8 -0.7
-1.4 0.1 -0.6
0.2 -0.1 -0.7
-0.2 0.3 0.2
-0.1 -0.5 -1.3
-0.2 -0.2 0.2
0.1 0.0 0.2
-0.1 -0.1 -0.1
0.1 -0.1 0.1
0.0 0.2 0.1
-0.1 -0.2 0.0
0.1 0.1 -0.2
-0.1 0.0 -0.2
0.0 0.1 -0.1
0.2 -0.1 0.0
-0.1 -0.1 0.2
0.0 0.2 0.1
0.0 -0.2 0.0
0.1 0.2 0.0
-0.1 0.1 -0.1
-0.1 0.0 0.2
0.0 0.0 0.0
0.5 -0.3 0.0
-0.2 -0.1 -0.1
-0.2 0.0 0.2
-0.1 0.2 0.0
2.2 -1.6 -0.4
0.1 -0.1 0.0
-0.2 0.1 -0.1
0.1 0.1 0.0
0.0 -0.1 0.0
-0.1 0.1 0.1



[4]
# C21H54O18

A cluster of 12 separate species, C21H54O18 in total at a distorted geometry (ωB97M-V with the def2-TZVPD basis set, the OMol25 dataset).

The value obtained for the LUMO energy is -0.173 eV. The value obtained for the energy above the lowest of the compared OMol25 structures with the same formula, charge and spin is 292.3 kJ/mol. As for the gap between HOMO and LUMO: 10.0064 eV. For the molecular weight, the calculation gives 594.6 g/mol. The SMILES is C[C@H]1COC(=O)O1.C[C@H]1COC(=O)O1.C[C@H]1COC(=O)O1.CO.CO.CO.CO.CO.CO.CO.CO.CO.

Each line ends with the Löwdin charge.
Cartesian coordinates (Å):
C (22.210470, 2.249460, 2.918520)  -0.21
O (21.417820, 2.356590, 1.815260)  -0.10
H (23.116250, 1.725040, 2.614150)  0.07
H (22.509970, 3.178790, 3.403030)  0.08
H (21.744950, 1.607500, 3.666370)  0.07
H (21.125020, 1.491020, 1.520890)  0.08
C (19.764530, -8.781020, -5.134410)  -0.19
O (20.637460, -9.591300, -5.862060)  -0.12
H (20.116130, -8.584930, -4.121490)  0.08
H (19.687020, -7.827860, -5.657470)  0.07
H (18.739000, -9.150140, -5.146500)  0.07
H (20.360670, -9.635780, -6.780210)  0.08
C (22.575590, -1.028230, -3.870020)  -0.19
O (22.041970, -1.050170, -5.163170)  -0.11
H (22.137140, -0.179040, -3.345870)  0.07
H (22.248830, -1.885500, -3.281440)  0.08
H (23.653950, -0.872370, -3.839480)  0.08
H (22.316710, -0.243560, -5.605310)  0.08
C (24.280610, -8.530820, 3.400080)  -0.15
O (25.403750, -7.708570, 3.017600)  -0.14
H (24.647810, -9.500430, 3.736410)  0.07
H (23.730860, -8.004290, 4.180250)  0.07
H (23.577510, -8.678140, 2.580290)  0.08
H (25.983360, -7.615130, 3.777160)  0.07
C (20.097070, -4.170680, 1.748930)  -0.18
O (19.633240, -2.837920, 1.734390)  -0.12
H (19.844840, -4.722030, 0.843120)  0.08
H (21.184910, -4.128990, 1.694540)  0.07
H (19.902930, -4.707360, 2.677570)  0.08
H (19.266090, -2.713970, 2.612700)  0.07
C (28.598670, -2.369000, 3.205990)  -0.15
O (29.134390, -2.358250, 4.546130)  -0.14
H (27.527560, -2.534430, 3.089900)  0.08
H (28.940870, -1.465070, 2.702100)  0.07
H (29.151170, -3.120280, 2.641700)  0.07
H (30.025560, -2.714040, 4.517430)  0.07
C (24.126890, -2.686270, 8.129630)  -0.15
O (24.960620, -1.495360, 7.993200)  -0.13
H (23.709250, -3.034960, 7.185120)  0.07
H (24.676580, -3.507530, 8.589480)  0.07
H (23.262800, -2.567150, 8.783270)  0.07
H (25.787700, -1.724860, 7.563240)  0.07
C (15.839860, -7.376080, 8.020690)  -0.16
O (15.236470, -6.091800, 7.850050)  -0.13
H (15.170080, -8.190030, 7.743250)  0.07
H (16.770600, -7.363570, 7.453530)  0.08
H (16.168470, -7.532490, 9.048140)  0.07
H (14.507740, -6.029930, 8.471930)  0.07
C (17.585350, 0.153940, 7.439470)  -0.18
O (17.455860, -0.896240, 6.525410)  -0.12
H (18.524510, 0.055620, 7.983900)  0.07
H (17.615590, 1.119370, 6.934360)  0.08
H (16.798770, 0.155450, 8.194050)  0.08
H (16.878190, -1.551310, 6.923880)  0.07
C (13.624840, -6.511150, 1.957580)  -0.02
C (12.084940, -6.495870, 1.827530)  -0.26
C (11.239590, -6.025890, 3.081510)  -0.07
O (10.616660, -4.816450, 2.598990)  0.03
C (10.915330, -4.584010, 1.256250)  -0.54
O (10.416240, -3.675060, 0.605360)  0.13
O (11.793000, -5.463660, 0.878160)  0.08
H (14.049080, -5.569070, 2.304850)  0.09
H (14.141490, -6.754590, 1.029180)  0.08
H (13.962420, -7.307890, 2.620410)  0.08
H (11.697810, -7.451180, 1.473110)  0.15
H (11.801750, -5.813420, 3.990870)  0.13
H (10.528600, -6.822730, 3.299770)  0.12
C (15.519510, -2.993460, -4.442320)  -0.02
C (14.303350, -3.385310, -5.242400)  -0.37
C (13.495430, -2.237760, -5.811590)  -0.08
O (13.335850, -2.645290, -7.182530)  0.06
C (13.992530, -3.829590, -7.426180)  -0.48
O (13.979040, -4.408030, -8.544330)  0.09
O (14.655680, -4.164020, -6.325010)  0.10
H (16.203090, -2.381020, -5.030320)  0.09
H (16.035490, -3.903890, -4.137410)  0.09
H (15.302270, -2.382470, -3.566190)  0.09
H (13.652640, -4.042420, -4.665420)  0.16
H (14.005440, -1.282370, -5.688190)  0.13
H (12.556200, -2.205480, -5.259410)  0.13
C (12.761330, 2.489230, 3.958240)  -0.02
C (13.496480, 2.876840, 2.659990)  -0.28
C (14.326710, 1.820570, 1.997630)  -0.11
O (14.091970, 2.059390, 0.626370)  0.09
C (12.925460, 2.673380, 0.495840)  -0.58
O (12.365390, 2.938490, -0.549940)  0.14
O (12.410920, 2.915650, 1.693450)  0.08
H (13.440960, 2.188080, 4.755440)  0.08
H (12.161680, 1.592700, 3.800950)  0.09
H (12.152600, 3.316510, 4.323140)  0.09
H (14.055130, 3.796480, 2.833960)  0.16
H (14.059410, 0.800740, 2.274370)  0.14
H (15.388340, 1.892590, 2.233970)  0.14

Atomic forces in eV per Å
1.4 -1.6 1.2
-1.5 1.2 -1.6
0.6 0.1 0.3
-0.4 0.3 -0.5
-0.1 0.1 0.4
0.1 0.0 0.1
-0.8 1.1 -0.8
0.8 -0.9 0.2
0.1 -0.4 -0.1
0.0 0.5 0.3
-0.1 -0.4 0.4
-0.1 0.1 0.1
-0.4 1.0 0.9
0.0 -0.5 -0.7
0.0 0.2 0.3
0.3 -0.3 -0.5
0.2 -0.4 -0.1
0.0 0.0 -0.1
0.6 0.6 0.3
-0.6 -0.3 -0.5
-0.3 -0.1 0.1
-0.1 -0.3 0.3
0.5 0.2 -0.3
-0.1 -0.1 0.1
1.7 -0.2 -0.4
-0.6 -0.1 0.4
-0.7 0.0 0.2
0.3 -0.1 0.1
-0.5 -0.1 -0.2
-0.2 0.5 -0.1
2.0 0.0 -0.4
-1.1 0.0 -0.1
0.2 0.1 0.7
-0.6 0.5 0.0
-0.4 -0.5 -0.1
-0.1 0.0 -0.1
0.7 0.0 -0.1
-1.4 -0.8 0.4
0.2 0.1 -0.3
0.3 0.0 -0.1
0.2 0.9 0.1
-0.1 -0.3 0.0
0.4 0.5 0.3
0.1 -0.3 0.0
0.1 0.0 -0.3
-0.3 -0.2 -0.4
-0.2 0.0 0.3
-0.1 0.1 0.0
0.5 0.5 0.8
-0.4 -0.5 -0.5
0.2 0.0 0.1
-0.2 -0.1 -0.2
-0.2 0.1 -0.1
0.1 -0.1 -0.2
-0.2 -0.6 0.2
1.0 1.0 1.0
0.6 0.0 -1.3
-0.2 -0.2 -0.3
-2.2 2.2 0.9
1.4 -2.3 1.5
0.8 -1.0 -1.7
-0.3 0.1 0.1
-0.5 0.1 -0.3
-0.2 0.0 0.4
0.1 0.1 -0.2
0.2 0.1 -0.2
-0.4 0.4 0.1
0.4 0.0 0.0
-0.4 0.4 1.9
0.1 -0.6 0.1
-0.3 -0.1 -0.2
-0.5 -0.3 -3.9
0.2 2.2 4.8
1.1 -1.7 -1.9
0.0 -0.1 -0.3
0.1 0.1 0.1
-0.4 -0.2 0.1
-0.1 0.2 0.5
0.0 0.0 -0.6
-0.3 0.2 -0.6
0.8 -0.4 0.0
-1.8 -1.3 1.5
1.2 -0.5 0.9
1.1 -0.5 -0.7
-1.9 0.5 -2.5
1.2 -0.6 1.6
0.1 1.6 0.8
0.3 0.3 0.0
-0.3 0.2 -0.3
0.0 -0.1 -0.1
-0.3 0.4 -0.7
-0.5 0.0 -0.1
0.0 0.3 -0.3



[5]
# C12H33O7S4Tl

A structure of composition C12H33O7S4Tl at a distorted geometry (ωB97M-V with the def2-TZVPD basis set, the OMol25 dataset).

The value obtained for the LUMO energy is -2.022 eV. As for the gap between HOMO and LUMO: 4.8738 eV. For the molecular weight, the calculation gives 622.0 g/mol.

Each line ends with the Löwdin charge.
Cartesian coordinates (Å):
Tl (0.412081, -0.222404, 0.513936)  1.24
C (-4.446437, -0.018309, 2.313608)  -0.10
C (-2.942820, 0.219101, 2.179014)  -0.50
O (-2.298376, -0.522873, 1.232174)  -0.27
H (-4.739353, -1.030657, 2.576001)  0.07
H (-4.836331, 0.303593, 1.339504)  0.06
H (-4.895493, 0.717674, 2.984994)  0.07
H (-2.551056, -0.058559, 3.181482)  0.09
H (-2.750552, 1.299835, 2.053530)  0.08
O (2.141296, 1.726956, -0.595169)  -0.21
C (2.416222, 1.152632, -1.751531)  -0.43
C (1.244158, 0.362234, -2.428756)  -0.33
O (0.548961, -0.498910, -1.619564)  -0.35
H (3.344420, 0.555871, -1.651015)  0.07
H (2.818164, 1.937807, -2.420598)  0.12
H (1.476843, -0.031244, -3.427173)  0.12
H (0.526454, 1.148042, -2.732581)  0.09
C (-1.077546, -3.358062, -2.917332)  -0.24
S (-0.641175, -3.879145, -1.241135)  0.84
O (-0.730792, -2.713957, -0.318668)  -0.58
C (-2.198813, -4.742901, -0.892399)  -0.25
H (-1.736247, -2.498796, -3.041532)  0.07
H (-1.523209, -4.207831, -3.433281)  0.05
H (-0.132258, -3.047615, -3.363241)  0.03
H (-2.937422, -3.952516, -0.736456)  0.06
H (-2.210285, -5.278040, 0.056424)  0.05
H (-2.547702, -5.409717, -1.679686)  0.05
C (2.794253, -3.646625, -1.711345)  -0.26
S (3.700355, -2.207552, -1.080084)  0.85
O (2.940631, -1.585392, 0.039004)  -0.59
C (4.946334, -3.231001, -0.213100)  -0.26
H (2.134165, -4.085628, -0.968063)  0.04
H (3.479961, -4.268510, -2.283737)  0.06
H (2.111254, -3.236766, -2.462678)  0.03
H (4.445218, -3.889791, 0.500400)  0.06
H (5.503639, -2.595828, 0.476725)  0.05
H (5.585414, -3.788526, -0.893355)  0.05
C (0.605651, 4.197048, 3.259976)  -0.25
S (-0.084320, 2.572969, 3.715794)  0.84
O (0.242225, 1.622423, 2.615544)  -0.64
C (1.186577, 2.145207, 4.954708)  -0.24
H (0.633623, 4.850910, 4.133049)  0.05
H (0.024312, 4.700715, 2.491308)  0.04
H (1.622205, 4.010877, 2.912160)  0.06
H (2.123008, 2.584794, 4.617834)  0.05
H (1.308419, 1.062951, 4.880710)  0.05
H (0.924702, 2.269219, 6.004106)  0.05
C (-2.910071, 3.281591, -1.764636)  -0.25
S (-1.612350, 2.959973, -0.514274)  0.85
O (-1.082956, 1.612130, -0.877067)  -0.59
C (-0.427720, 4.034572, -1.333858)  -0.27
H (-3.687651, 2.529961, -1.626043)  0.05
H (-2.487774, 3.119436, -2.755598)  0.06
H (-3.368025, 4.267175, -1.693005)  0.05
H (-0.079610, 3.524747, -2.232854)  0.06
H (0.463854, 4.210661, -0.730522)  0.05
H (-0.768054, 5.026048, -1.641652)  0.05

Atomic forces in eV per Å
-1.2 1.2 -1.1
-0.2 1.0 -1.5
1.3 -0.1 1.7
0.9 -0.4 -0.9
0.1 0.0 -0.1
-0.4 -0.7 -0.1
0.3 -0.2 0.4
0.2 0.3 0.1
-0.2 0.1 0.0
-1.5 -0.3 1.8
2.4 0.0 -0.1
-2.1 1.3 0.0
0.7 -0.9 -0.9
-0.3 -0.9 -0.1
-0.9 0.1 -0.8
0.9 -0.8 0.5
0.1 0.3 0.3
0.3 0.2 -0.4
-1.2 0.2 0.4
0.5 -0.1 0.1
-0.8 0.1 0.2
-0.2 0.0 0.8
0.3 -0.1 -0.1
0.0 -0.2 -0.2
0.1 0.2 -0.3
0.6 -0.1 0.0
0.3 0.0 -0.1
-0.7 1.2 -0.9
0.5 -0.8 0.8
-0.2 -0.1 0.0
-0.2 0.2 0.7
0.6 -0.4 0.3
0.0 -0.4 0.5
0.0 0.1 0.0
-0.4 -0.2 -0.5
0.3 0.4 -0.6
0.0 0.1 0.0
0.3 -0.2 0.2
0.2 -0.1 0.4
-0.1 0.2 -0.4
0.0 -0.6 -0.2
0.0 -0.2 0.1
-0.2 -0.4 -0.1
0.0 0.1 -0.1
0.1 0.2 0.4
-0.2 0.0 -0.4
0.0 0.8 -0.1
-0.3 -0.5 0.1
0.2 0.2 -1.2
-0.4 0.0 0.5
1.0 0.9 -0.2
0.0 0.0 0.2
0.2 0.1 0.1
0.2 0.1 0.2
-0.2 -0.3 0.1
-0.1 -0.4 0.3
-0.5 -0.1 0.2